Formula: C4H10NO3
Source: OMol25
Level of theory: the ωB97M-V functional and the def2-TZVPD basis

Computed properties:
- Energy: -438.67055 Ha
- Gap between HOMO and LUMO: 3.44 eV
- ΔE to the lowest compared entry with this formula, charge and spin: 826.2 kJ/mol
- E_HOMO: -3.647 eV
- Max |F|: 4.087 eV Å⁻¹

The geometry in ORCA input format:
```
! RIJCOSX wB97M-V def2-TZVPD def2/J DEFGRID3
* xyz -1 1
C 0.809 0.197 0.282
N 2.068 -0.323 0.087
C 2.282 -0.962 -1.103
O 1.825 -0.769 -2.205
O 0.020 2.800 -0.629
C -0.424 -0.559 -0.254
C -1.721 0.190 0.003
H 0.748 1.256 -0.227
H 0.701 0.324 1.361
H 3.121 -1.679 -0.973
H -0.236 -0.698 -1.315
H -0.466 -1.480 0.346
H -2.019 -0.154 1.044
H -1.511 1.262 0.008
H -2.526 -0.013 -0.704
H 0.668 3.529 -0.607
H -1.299 -1.408 2.750
O -2.039 -1.513 2.134
*
```